(1)
Formula: C3H12P2Si
Source: OMol25
Level of theory: ωB97M-V/def2-TZVPD

Calculated values
HOMO level = -8.621 eV
relative energy (zero: lowest compared OMol25 entry of this formula, charge and spin) = 19.4 kcal/mol
total energy = -1093.6379 Ha

```
! RIJCOSX wB97M-V def2-TZVPD def2/J DEFGRID3
* xyz 0 1
C 0.5757 0.8931 1.5746
C -1.2939 1.2143 -0.7483
C -1.3066 -1.6929 0.6991
Si -0.2461 -0.1767 0.1644
P 2.7351 0.7317 -1.2838
P 1.5796 -1.1408 -0.7509
H 0.9672 0.3301 2.3662
H 1.1314 1.6261 1.0691
H -0.1860 1.4761 2.1162
H -2.2150 0.8131 -0.5171
H -1.1915 2.2555 -0.5097
H -1.0684 1.2787 -1.8424
H -0.7311 -2.5480 0.8731
H -1.8433 -1.3000 1.5591
H -2.1420 -1.7692 -0.0408
H 3.7739 0.7019 -0.2349
H 3.4600 -0.0830 -2.1733
H 0.7186 -1.2150 -2.2886
*
```

=====

(2)
Formula: C3H12SSi2
Source: OMol25
Level of theory: ωB97M-V/def2-TZVPD

Calculated values
HOMO level (alpha / beta) = -9.715 / -7.523 eV
relative energy (zero: lowest compared OMol25 entry of this formula, charge and spin) = 0.0 kcal/mol
total energy = -1098.5530 Ha

```
! RIJCOSX wB97M-V def2-TZVPD def2/J DEFGRID3
* xyz 0 1
C -0.8044 -1.2926 2.5196
C 1.3130 -2.1328 0.5162
C 1.1180 0.8154 1.3397
Si -1.7433 2.8224 -4.6095
Si 0.1226 -0.7075 0.8896
S -1.2643 -0.3245 -0.6440
H -1.8022 -0.7776 2.6995
H -0.9269 -2.2871 2.7569
H -0.0352 -0.9374 3.3731
H 2.0263 -2.4936 1.2885
H 0.7688 -2.9749 0.2376
H 1.8958 -1.8321 -0.3907
H 2.0333 0.5264 1.9714
H 1.5101 1.3505 0.5134
H 0.6062 1.5982 2.0402
H -2.3586 4.1968 -4.7358
H -2.1370 1.5503 -5.2217
H -0.3220 2.9000 -4.5441
*
```

=====

(3)
Formula: C3H13ClNO2Si2
Source: OMol25
Level of theory: ωB97M-V/def2-TZVPD

Calculated values
HOMO level = -1.791 eV
total energy = -1366.5671 Ha

```
! RIJCOSX wB97M-V def2-TZVPD def2/J DEFGRID3
* xyz -1 1
C -2.0695 -2.2977 -1.3559
N -0.7362 -2.8756 -1.4952
C 0.3134 -1.8546 -1.6274
Si 0.8140 -1.0481 0.0252
O 1.6208 0.4502 -0.1114
Si 0.8269 1.6412 -1.0198
Cl -0.3756 2.8995 0.1491
H -2.5643 -2.2724 -2.3342
H -2.0779 -1.2714 -0.9627
H -2.6659 -2.9091 -0.6724
H -0.5339 -3.5344 -0.7619
H 1.2077 -2.3779 -2.0071
H 0.0218 -1.1625 -2.4212
H 1.7641 -1.9816 0.6726
H -0.3834 -0.9968 0.8877
H -0.0366 1.1026 -2.0801
H 1.8830 2.4430 -1.6678
C 0.5988 3.2210 3.3929
O 0.6161 3.6135 4.6691
H 0.9392 2.1640 3.1798
H -0.3991 3.2388 2.8707
H 1.2366 3.8085 2.6701
*
```

=====

(4)
Formula: C3H13N2O
Source: OMol25
Level of theory: ωB97M-V/def2-TZVPD

Calculated values
HOMO level = -12.961 eV
relative energy (zero: lowest compared OMol25 entry of this formula, charge and spin) = 19.2 kcal/mol
total energy = -306.6050 Ha

```
! RIJCOSX wB97M-V def2-TZVPD def2/J DEFGRID3
* xyz 1 1
N 0.8902 0.3760 -1.3805
C -0.0935 0.1449 -0.2400
C 0.7808 -0.1490 0.9831
C -0.7284 1.4942 0.0097
N -1.7091 1.3852 1.0393
H 0.3395 0.8408 -2.1121
H 1.6778 0.9452 -1.0771
H 1.2728 -0.4849 -1.7726
H -0.7598 -0.6617 -0.5116
H 1.2603 0.7330 1.3967
H 0.1868 -0.6600 1.7403
H 1.5487 -0.9021 0.7494
H -1.1824 1.8745 -0.9327
H 0.0086 2.2466 0.2857
H -2.4317 0.7072 0.8588
H -2.0855 2.2296 1.4386
H 0.9893 -3.4613 0.2871
H -0.3074 -3.6634 -0.5025
O 0.3429 -2.9948 -0.2595
*
```

=====

(5)
Formula: C3H13N2O
Source: OMol25
Level of theory: ωB97M-V/def2-TZVPD

Calculated values
HOMO level = -14.172 eV
relative energy (zero: lowest compared OMol25 entry of this formula, charge and spin) = 40.0 kcal/mol
total energy = -306.5719 Ha

```
! RIJCOSX wB97M-V def2-TZVPD def2/J DEFGRID3
* xyz 1 1
C -0.3033 -1.3435 -0.6321
C -0.8577 -0.8579 0.6956
C -1.7573 0.2635 0.5052
N -0.9985 1.5068 -0.0927
N 0.8573 -0.2272 -1.0972
H -1.0435 -1.5243 -1.5209
H 0.2588 -2.2990 -0.3890
H -0.1880 -0.6630 1.4462
H -1.4518 -1.7297 1.3008
H -2.5470 0.1880 -0.3562
H -2.3741 0.6484 1.3668
H -0.5408 2.1872 0.6274
H -1.7731 2.0244 -0.6059
H 1.0619 -0.5043 -2.0625
H -0.2437 1.1090 -0.7586
H 1.6213 -0.4278 -0.4923
H 3.4523 1.1575 0.1824
H 3.7890 0.0614 1.2064
O 3.0381 0.4305 0.6765
*
```

=====

(6)
Formula: C3H13N2S
Source: OMol25
Level of theory: ωB97M-V/def2-TZVPD

Calculated values
HOMO level = -12.542 eV
relative energy (zero: lowest compared OMol25 entry of this formula, charge and spin) = 27.5 kcal/mol
total energy = -629.5117 Ha

```
! RIJCOSX wB97M-V def2-TZVPD def2/J DEFGRID3
* xyz 1 1
N 1.9643 0.1580 0.7846
C 1.0369 1.1013 0.0367
C -0.3423 1.0670 0.6611
N -1.3733 1.6944 -0.1507
H 2.0760 0.4855 1.7193
H 1.4865 -0.6974 0.8787
H 2.8289 0.0529 0.3120
H 1.4673 2.1100 0.0287
H 0.9835 0.7626 -1.0003
H -0.5720 -0.0283 0.8253
H -0.3289 1.4335 1.7088
H -1.1577 1.6791 -1.1470
H -2.1918 1.0927 -0.0190
C -0.5720 -1.8344 -1.0443
S -2.3425 -1.5593 -0.8216
H -0.4370 -2.5932 -1.8212
H -0.0914 -0.9012 -1.3250
H -0.0510 -2.2122 -0.1260
H -2.3835 -1.8111 0.4998
*
```

=====

The lowest total energy belongs to which entry? C3H13ClNO2Si2

=====

Look up the total energy of the third one. -1366.5671 Ha

=====

Which value of total energy does entry 1 give? -1093.6379 Ha

=====

Look up the total energy of the first one. -1093.6379 Ha